C42H54BBeF4N6O4 | wB97M-V/def2-TZVPD

Geometry as XYZ:
```
112
Properties=species:S:1:pos:R:3:forces:R:3
Be -2.966 0.069 0.236 2.500 1.833 2.775
B -0.192 0.314 0.207 0.481 -0.399 0.215
F -0.980 0.291 1.389 -0.827 0.243 -0.143
F -0.998 0.958 -0.775 -0.557 -0.753 0.103
F 0.983 0.997 0.408 -0.131 -0.280 -0.108
F -0.048 -1.036 -0.129 0.381 0.336 -0.701
N -2.553 -2.184 1.102 -0.688 0.832 -1.456
C -1.416 -2.736 1.532 0.181 0.618 0.345
C -1.305 -4.083 1.805 0.141 -0.616 0.279
C -2.387 -4.924 1.603 -0.212 0.413 -0.156
C -3.581 -4.346 1.190 0.213 -0.324 -0.169
C -3.611 -2.988 0.952 -0.470 0.049 -0.080
H -0.594 -2.063 1.720 -0.013 -0.082 -0.134
H -0.369 -4.472 2.183 0.129 0.175 -0.113
H -2.321 -5.992 1.751 0.083 0.004 0.097
H -4.445 -4.964 0.987 -0.128 0.144 0.102
H -4.540 -2.519 0.650 0.020 -0.025 -0.101
N 0.975 5.560 0.014 0.329 -0.154 -0.134
C 1.206 4.250 -0.065 0.393 -0.019 0.101
C 1.428 3.569 -1.251 0.287 0.087 0.197
C 1.358 4.254 -2.458 -0.243 -0.340 0.607
C 1.139 5.620 -2.380 -0.045 0.135 -0.487
C 1.022 6.230 -1.140 -1.030 -0.068 0.362
H 1.280 3.695 0.866 -0.203 0.100 0.067
H 1.705 2.531 -1.153 -0.192 -0.129 -0.308
H 1.408 3.686 -3.379 0.237 0.289 -0.189
H 1.001 6.209 -3.277 0.205 0.067 0.011
H 0.778 7.281 -1.040 0.280 0.086 -0.253
N -3.071 2.245 1.157 -0.235 -0.542 -0.414
C -2.140 3.166 0.875 0.800 -1.026 -0.443
C -2.099 4.432 1.417 0.058 0.050 0.271
C -3.087 4.802 2.315 -0.105 -0.003 -0.476
C -4.109 3.896 2.559 0.523 0.389 0.486
C -4.025 2.643 1.997 -1.031 -0.793 0.035
H -1.336 2.781 0.261 -0.065 0.451 -0.194
H -1.268 5.085 1.184 0.009 -0.023 -0.063
H -3.058 5.781 2.774 -0.104 -0.018 0.080
H -4.891 4.141 3.262 -0.134 -0.143 -0.097
H -4.782 1.907 2.240 0.023 0.004 -0.033
N 0.048 1.631 5.546 -0.069 0.342 -0.047
C 0.223 1.373 4.253 0.042 -0.264 0.108
C 1.094 0.399 3.789 -0.304 0.098 -0.339
C 1.811 -0.359 4.697 0.126 -0.077 -0.198
C 1.574 -0.150 6.041 -0.287 0.149 0.601
C 0.723 0.885 6.417 -0.197 -0.114 -0.266
H -0.369 1.938 3.542 -0.030 0.091 0.066
H 1.109 0.220 2.722 0.445 0.035 0.032
H 2.552 -1.068 4.345 -0.192 -0.228 0.076
H 1.946 -0.790 6.830 0.466 0.069 -0.162
H 0.551 1.129 7.459 0.038 -0.152 0.077
N 1.960 1.527 -4.650 -0.628 1.022 -0.259
C 2.181 0.999 -5.855 -0.623 0.009 0.192
C 1.770 -0.283 -6.168 0.052 0.379 -0.405
C 1.088 -1.026 -5.220 0.568 -0.719 -0.253
C 0.821 -0.474 -3.983 -0.050 0.395 -0.485
C 1.200 0.859 -3.800 0.880 -1.374 0.948
H 2.583 1.671 -6.603 0.512 -0.182 0.073
H 1.995 -0.679 -7.149 -0.083 -0.109 0.031
H 0.904 -2.064 -5.475 -0.310 -0.019 0.324
H 0.415 -1.061 -3.172 -0.286 0.154 -0.014
H 1.059 1.264 -2.804 -0.100 0.388 -0.099
N 2.175 -3.581 2.155 -0.159 0.896 0.525
C 3.122 -4.004 2.983 0.348 -1.222 0.205
C 4.387 -3.453 3.105 0.218 0.797 -0.912
C 4.646 -2.362 2.289 0.385 0.611 -0.607
C 3.672 -1.845 1.449 -0.796 -0.402 -0.114
C 2.424 -2.454 1.463 -0.262 -0.617 0.754
H 2.895 -4.904 3.550 -0.093 0.036 -0.054
H 5.220 -3.868 3.653 -0.394 -0.194 0.455
H 5.609 -1.865 2.236 0.156 -0.314 0.292
H 3.845 -1.061 0.727 0.172 0.285 0.278
H 1.521 -2.040 1.037 0.404 0.121 -0.803
C 4.127 0.888 -1.971 0.165 -0.407 0.863
C 4.443 -0.249 -2.912 -0.305 -0.017 -0.451
O 3.999 -1.366 -2.750 -0.028 0.275 0.177
C 5.396 0.051 -4.045 -0.071 -0.203 0.505
H 3.350 0.594 -1.263 -0.252 -0.006 -0.277
H 3.892 1.838 -2.443 0.071 -0.049 -0.188
H 5.009 1.014 -1.329 0.120 0.247 -0.234
H 5.052 0.885 -4.656 0.011 0.042 0.039
H 5.518 -0.854 -4.634 0.099 0.075 -0.111
H 6.339 0.327 -3.563 0.110 0.075 -0.294
C -2.421 -0.839 4.697 -0.133 -0.039 0.253
C -3.514 -0.729 3.674 -0.334 -0.445 0.666
O -3.326 -0.172 2.611 -0.244 0.344 -0.579
C -4.828 -1.382 4.023 -0.399 0.688 -0.618
H -2.668 -1.532 5.501 -0.021 -0.361 -0.314
H -2.259 0.092 5.246 0.141 0.280 -0.511
H -1.521 -1.132 4.157 0.225 0.140 0.288
H -5.571 -1.157 3.255 0.089 -0.067 -0.088
H -5.206 -0.935 4.944 0.139 -0.329 0.229
H -4.739 -2.464 4.105 0.156 0.015 0.286
C -1.836 2.712 -3.299 0.149 -0.298 -0.142
C -3.105 2.070 -2.845 -0.356 0.892 -0.278
O -3.260 1.733 -1.682 -0.236 -1.071 0.490
C -4.247 1.981 -3.832 0.224 -0.673 0.660
H -1.363 2.022 -4.007 0.091 0.064 0.033
H -1.164 2.891 -2.465 0.020 0.005 0.005
H -2.029 3.630 -3.853 -0.087 0.016 0.043
H -3.993 1.315 -4.658 0.072 0.151 -0.121
H -4.493 2.968 -4.215 -0.015 -0.001 -0.058
H -5.071 1.542 -3.272 -0.257 0.157 -0.262
C -0.580 -5.170 -2.358 -0.217 -0.265 1.022
C 0.508 -4.514 -3.174 -0.705 -0.073 0.361
O 0.620 -4.778 -4.344 0.177 0.184 -0.443
C 1.458 -3.605 -2.445 0.382 0.198 -0.777
H -0.310 -6.215 -2.179 0.045 0.008 -0.194
H -1.585 -5.169 -2.778 0.229 0.097 -0.500
H -0.661 -4.725 -1.366 0.085 0.140 0.071
H 2.170 -4.245 -1.917 0.022 0.178 0.163
H 1.009 -2.889 -1.761 -0.262 -0.273 0.275
H 1.994 -3.024 -3.195 0.285 -0.146 0.115
```
Forces are in eV/Å.

Properties
Total energy, eV: -73506.909
LUMO energy, eV: -5.14
HOMO level, eV: -11.1
Relative energy (zero: lowest compared OMol25 entry of this formula, charge and spin), kcal per mole: 12.1
Net charge: +1
Gap between HOMO and LUMO, eV: 6.003


C3H4N4O | wB97M-V/def2-TZVPD

Geometry as XYZ:
```
12
Properties=species:S:1:pos:R:3:forces:R:3
H 1.868 0.721 0.244 0.723 1.011 0.900
N 2.357 -0.142 0.428 -3.766 -3.795 -3.272
C 1.405 -0.977 -0.102 6.495 -1.172 2.779
N 0.125 -0.622 -0.328 -0.995 7.180 0.272
N -0.881 -1.372 -0.210 -7.006 -1.513 1.920
C -1.961 -0.549 0.227 0.979 -1.780 -2.813
N -1.644 0.797 0.283 3.117 -0.979 -0.955
C -0.362 0.766 -0.070 -0.775 -2.932 -0.390
O 0.488 1.728 -0.357 -1.629 3.237 1.594
H 1.640 -2.140 -0.220 -0.765 2.717 0.280
H -3.079 -0.766 0.035 2.274 -0.378 0.926
H 0.042 2.556 0.069 1.347 -1.597 -1.239
```
Forces are in eV/Å.

Properties
Total energy, eV: -11180.547
LUMO energy, eV: 0.13
HOMO level, eV: -9.0
SMILES string: [H]/N=C\n1ncnc1O
Relative energy (zero: lowest compared OMol25 entry of this formula, charge and spin), kcal per mole: 78.9
Gap between HOMO and LUMO, eV: 9.152


C7H12N | wB97M-V/def2-TZVPD

Geometry as XYZ:
```
20
Properties=species:S:1:pos:R:3:forces:R:3
C -4.311 -0.718 -0.283 -1.076 -1.302 -0.415
C -2.445 0.881 0.222 2.980 -0.193 0.180
C 0.925 -0.205 0.265 -4.814 -1.365 0.472
C -0.348 -0.525 0.350 -0.424 0.143 0.156
C 3.271 -0.877 0.098 -0.409 0.205 0.482
C 2.569 1.550 -0.227 -0.556 -0.223 0.232
C 2.161 0.134 0.069 5.287 1.553 -0.800
N -3.388 0.253 0.003 -1.184 0.960 0.128
H -3.820 -1.679 -0.458 -0.180 -0.113 -0.036
H -1.779 1.675 0.433 -0.445 1.101 0.137
H -4.869 -0.423 -1.176 -0.015 -0.127 0.121
H -0.827 -0.647 1.312 0.093 -0.238 0.070
H -0.852 -0.927 -0.519 0.097 -0.320 -0.028
H 2.990 -1.760 0.664 -0.078 -0.075 -0.083
H 3.505 -1.182 -0.922 0.057 -0.021 -0.238
H 4.165 -0.439 0.534 0.189 0.073 -0.114
H 3.294 1.884 0.513 0.228 0.014 0.020
H 1.722 2.230 -0.223 -0.021 -0.031 -0.021
H 3.048 1.585 -1.204 0.231 -0.013 -0.122
H -5.010 -0.809 0.552 0.041 -0.028 -0.141
```
Forces are in eV/Å.

Properties
Total energy, eV: -8929.635
Spin multiplicity: 3
LUMO energy (spin up / spin down), eV: -2.72 / -7.31
HOMO level (spin up / spin down), eV: -8.7 / -14.0
Relative energy (zero: lowest compared OMol25 entry of this formula, charge and spin), kcal per mole: 77.2
Net charge: +1
Gap between HOMO and LUMO (spin up / spin down), eV: 6.019 / 6.713


C3H10N2O2 | wB97M-V/def2-TZVPD

Geometry as XYZ:
```
17
Properties=species:S:1:pos:R:3:forces:R:3
N -2.556 1.908 0.210 -1.483 2.247 -1.576
C -1.217 1.433 0.119 0.920 -1.550 1.806
C -1.171 -0.078 -0.030 -3.074 -1.173 0.627
N 0.139 -0.514 -0.273 2.261 -1.996 0.028
C 0.305 -1.857 -0.594 4.682 1.393 1.094
O 1.388 -2.447 -0.419 -2.233 0.830 -0.168
H -2.517 2.893 0.527 -0.125 -0.820 0.140
H -2.970 2.061 -0.751 0.550 -0.688 1.216
H -0.762 1.596 1.118 0.082 0.376 -0.570
H -0.552 1.808 -0.640 0.143 0.636 -0.475
H -1.507 -0.681 0.895 -0.336 1.500 -0.977
H -1.912 -0.381 -0.857 1.285 0.269 0.889
H 0.850 -0.244 0.443 -0.651 0.074 -1.044
H -0.483 -2.287 -1.106 -2.014 -1.084 -1.056
O 2.703 0.774 0.712 0.099 0.818 0.052
H 3.083 1.668 0.676 -0.319 -0.417 0.008
H 3.465 0.210 0.831 0.214 -0.413 0.006
```
Forces are in eV/Å.

Properties
Total energy, eV: -10347.805
LUMO energy, eV: 0.65
HOMO level, eV: -9.3
SMILES string: NCCNC=O.O
Relative energy (zero: lowest compared OMol25 entry of this formula, charge and spin), kcal per mole: 38.8
Gap between HOMO and LUMO, eV: 9.963


C30H25FMoN7O3SSe | wB97M-V/def2-TZVPD

Geometry as XYZ:
```
69
Properties=species:S:1:pos:R:3:forces:R:3
Mo 0.086 0.108 0.567 -0.261 0.400 -0.189
Se 5.083 5.598 -1.714 -0.191 -0.198 0.026
N 5.259 3.868 -1.349 0.036 0.166 0.001
C 4.071 3.420 -1.034 0.031 -0.034 -0.017
C 3.805 2.035 -0.677 -0.060 -0.072 0.004
C 4.779 1.030 -0.706 -0.011 -0.020 0.011
C 4.426 -0.269 -0.399 -0.071 -0.009 0.016
C 3.113 -0.545 -0.035 0.073 0.056 0.038
N 2.181 0.411 0.022 -0.260 -0.169 0.085
C 2.504 1.680 -0.326 0.114 -0.007 -0.099
C 1.415 2.645 -0.387 0.027 0.170 -0.030
N 0.163 2.192 -0.109 0.017 -0.735 0.043
C -0.875 3.029 -0.188 -0.025 0.038 0.010
C -0.718 4.362 -0.545 0.026 -0.066 0.010
C 0.546 4.835 -0.833 -0.044 -0.010 0.013
C 1.643 3.967 -0.755 -0.071 -0.076 0.014
C 3.005 4.373 -1.070 -0.033 0.027 -0.005
N 3.331 5.593 -1.413 0.177 0.049 0.004
H 5.791 1.287 -0.994 0.007 0.004 -0.001
H 5.145 -1.074 -0.453 0.011 0.002 -0.001
H 2.786 -1.550 0.206 0.009 0.003 -0.016
H -1.843 2.607 0.041 -0.005 0.004 -0.019
H -1.585 5.004 -0.600 0.001 0.009 0.002
H 0.710 5.864 -1.126 0.004 0.007 0.000
C -5.114 -5.346 0.692 -0.026 -0.028 -0.040
C -5.652 -4.077 0.053 0.068 0.087 -0.010
C -6.982 -3.663 0.654 -0.006 -0.059 -0.015
C -7.508 -2.412 -0.021 -0.054 -0.025 -0.005
C -6.501 -1.308 0.080 0.103 0.092 0.020
C -6.893 0.009 0.084 0.044 0.002 -0.001
C -5.952 1.035 0.189 0.027 -0.015 0.010
F -6.384 2.288 0.190 0.010 0.021 -0.002
C -4.614 0.786 0.296 -0.062 0.002 -0.020
C -4.179 -0.547 0.289 0.038 -0.064 -0.010
C -2.781 -0.853 0.366 -0.104 -0.212 -0.090
O -1.923 0.133 0.474 0.379 0.175 0.158
C -2.398 -2.190 0.319 -0.234 0.043 0.074
C -3.385 -3.180 0.247 0.057 0.064 0.037
N -4.670 -2.919 0.185 -0.014 -0.080 0.022
C -5.121 -1.597 0.187 -0.024 0.007 -0.028
C -1.009 -2.664 0.363 0.243 -0.002 -0.297
O -0.653 -3.780 0.570 -0.096 0.002 0.103
O -0.037 -1.707 0.086 0.142 0.552 0.159
H -5.923 -6.075 0.703 0.003 -0.001 -0.005
H -4.809 -5.175 1.725 -0.001 0.006 0.011
H -4.297 -5.804 0.138 0.013 0.001 0.001
H -5.764 -4.214 -1.025 -0.044 -0.013 0.013
H -6.868 -3.513 1.731 -0.002 0.020 0.006
H -7.678 -4.489 0.517 0.004 0.003 0.001
H -8.448 -2.090 0.423 0.005 -0.003 0.005
H -7.712 -2.615 -1.077 -0.012 -0.010 0.005
H -7.941 0.273 0.012 -0.011 -0.013 0.002
H -3.913 1.601 0.379 0.002 0.005 0.028
H -3.082 -4.216 0.238 0.017 0.009 0.003
C 1.827 -2.654 3.087 0.008 0.012 0.016
N 2.500 -1.375 3.278 -0.022 0.038 0.001
C 3.907 -1.321 3.729 0.029 -0.024 0.021
C 4.163 0.185 3.933 0.072 0.013 0.000
N 2.899 0.778 3.457 -0.138 -0.058 0.040
C 2.008 -0.166 3.183 0.045 0.048 0.023
S 0.318 0.231 2.848 0.008 -0.101 -0.096
H 2.456 -3.295 2.471 -0.019 -0.011 -0.007
H 0.873 -2.506 2.592 -0.005 -0.020 0.010
H 1.671 -3.131 4.055 0.002 -0.015 -0.014
H 4.547 -1.761 2.964 -0.006 0.006 0.004
H 4.013 -1.901 4.645 0.011 0.004 -0.014
H 4.997 0.550 3.339 0.001 0.004 0.023
H 4.330 0.445 4.977 -0.009 -0.009 -0.003
H 2.619 1.727 3.652 0.052 0.009 -0.037
```
Forces are in eV/Å.

Properties
Total energy, eV: -128823.266
Spin multiplicity: 3
LUMO energy (spin up / spin down), eV: -10.25 / -9.98
HOMO level (spin up / spin down), eV: -16.2 / -16.3
Relative energy (zero: lowest compared OMol25 entry of this formula, charge and spin), kcal per mole: 1.4
Net charge: +3
Gap between HOMO and LUMO (spin up / spin down), eV: 5.988 / 6.289